Record 1
DFT (ωB97M-V with the def2-TZVPD basis set) results for a cluster of 3 separate species, C30H66N8O4P3 in total in a non-equilibrium geometry.

Each line ends with the Mulliken charge.
CARTESIAN COORDINATES (ANGSTROEM)
C (3.23903, 2.62746, 4.61935)  -0.67
C (4.67930, 3.12734, 4.40289)  -0.92
C (5.01409, 3.68751, 2.99346)  -0.99
C (4.21683, 3.07919, 1.82844)  -0.06
C (5.17936, 2.91367, 0.61084)  -2.00
N (2.91913, 3.65946, 1.49847)  1.36
C (2.12183, 2.92011, 0.53034)  -0.88
C (2.38568, 1.41624, 0.45743)  -0.90
C (1.92557, 0.65578, 1.72188)  -0.94
C (2.74470, 5.11677, 1.51488)  0.30
C (1.61465, 5.67041, 0.59315)  -2.30
C (0.14000, 5.48513, 0.90660)  0.77
C (-0.62937, 4.71581, 0.03666)  -0.54
C (-1.98708, 4.53292, 0.22087)  -0.81
C (-2.63854, 5.13771, 1.28371)  -0.58
C (-1.90363, 5.92104, 2.16128)  0.42
C (-2.60034, 6.57361, 3.33498)  -1.50
C (-0.54502, 6.09609, 1.95296)  -0.33
P (2.38031, 5.79000, 3.22220)  0.65
N (2.15821, 7.33666, 3.42408)  -1.06
C (3.99761, 5.88779, 0.94049)  0.41
O (4.57672, 6.69611, 1.68748)  -0.71
O (4.25843, 5.61250, -0.25126)  -0.75
H (2.92406, 2.83586, 5.64193)  0.34
H (3.22824, 1.53631, 4.53805)  0.28
H (2.53189, 2.99062, 3.88016)  -0.04
H (4.84908, 3.94494, 5.10932)  0.45
H (5.39603, 2.35396, 4.68604)  0.43
H (5.00461, 4.77340, 3.02650)  0.41
H (6.05431, 3.41181, 2.81399)  0.49
H (4.06785, 2.05352, 2.17952)  0.56
H (5.57923, 1.89462, 0.59493)  0.37
H (6.01765, 3.60579, 0.65516)  0.54
H (4.65885, 3.09714, -0.32589)  0.30
H (1.08129, 2.98126, 0.85757)  0.58
H (2.21369, 3.30464, -0.49183)  0.11
H (3.40021, 1.15110, 0.16926)  0.27
H (1.74130, 1.05716, -0.35037)  0.56
H (1.24027, -0.15087, 1.45288)  0.07
H (1.36443, 1.33651, 2.36241)  0.31
H (2.75989, 0.20898, 2.26140)  0.29
H (1.79105, 6.74817, 0.54556)  0.80
H (1.79077, 5.34373, -0.42764)  0.64
H (-0.14659, 4.24441, -0.81156)  0.36
H (-2.52676, 3.93272, -0.50169)  0.40
H (-3.70654, 4.99565, 1.39591)  0.36
H (-1.89409, 6.62635, 4.16418)  0.37
H (-3.38731, 5.89982, 3.67698)  0.36
H (-2.99792, 7.55807, 3.09875)  0.31
H (0.00375, 6.74150, 2.63447)  0.87
H (3.36489, 5.36450, 4.12225)  -0.18
H (1.24422, 5.02785, 3.59324)  0.14
H (2.31791, 7.83845, 2.55940)  0.29
O (0.11263, -2.66690, -1.03681)  -0.86
P (0.50740, -4.11388, -1.07053)  0.88
N (1.29151, -4.21560, 0.47040)  0.20
C (2.54777, -3.52267, 0.68936)  -1.14
C (0.36004, -3.97052, 1.56019)  -1.14
N (1.56977, -4.06068, -2.40486)  0.26
C (2.94574, -4.49550, -2.37770)  -1.12
C (1.37165, -2.98471, -3.36637)  -0.80
N (0.40764, -5.85651, -1.22115)  0.17
C (-0.84509, -6.28873, -1.87441)  -1.20
C (0.73505, -6.77679, -0.13689)  -0.90
H (2.88482, -3.67572, 1.71717)  0.41
H (2.47025, -2.44241, 0.50763)  0.32
H (3.34331, -3.93076, 0.06905)  0.27
H (-0.55574, -4.55696, 1.41916)  0.34
H (0.07153, -2.91451, 1.63340)  0.23
H (0.80100, -4.28303, 2.50955)  0.40
H (3.61555, -3.69690, -2.03593)  0.37
H (3.26945, -4.79236, -3.38041)  0.38
H (3.07988, -5.36863, -1.73802)  0.25
H (1.82329, -2.04001, -3.03756)  0.24
H (0.31297, -2.80708, -3.53712)  0.11
H (1.81472, -3.26742, -4.32459)  0.37
H (-1.71277, -6.18556, -1.21905)  0.36
H (-0.76651, -7.32939, -2.19295)  0.45
H (-1.03137, -5.68401, -2.76384)  0.28
H (0.05991, -6.70967, 0.72285)  0.26
H (1.75426, -6.62869, 0.20430)  0.28
H (0.67134, -7.79252, -0.53678)  0.40
O (-3.48054, -4.70627, -2.47925)  -0.73
P (-4.22072, -3.45016, -2.82354)  0.58
N (-3.92606, -2.41835, -1.49736)  0.24
C (-4.55897, -2.66462, -0.21530)  -1.06
C (-2.49188, -2.16316, -1.34433)  -1.35
N (-5.81552, -4.04789, -2.90217)  0.24
C (-6.94511, -3.43933, -2.24001)  -1.10
C (-5.98672, -5.48784, -3.03510)  -1.00
N (-4.60269, -2.16636, -3.93355)  0.16
C (-4.14383, -2.45593, -5.30209)  -1.00
C (-4.38342, -0.75500, -3.62321)  -0.91
H (-4.22208, -1.91067, 0.49830)  0.36
H (-4.33067, -3.65864, 0.19570)  0.28
H (-5.63948, -2.55008, -0.27683)  0.33
H (-2.04399, -1.90483, -2.30802)  0.14
H (-1.95677, -3.02666, -0.95572)  0.50
H (-2.31987, -1.31776, -0.67731)  0.40
H (-7.05035, -3.79365, -1.20693)  0.37
H (-7.87115, -3.68408, -2.76948)  0.36
H (-6.86983, -2.35118, -2.23450)  0.26
H (-5.89960, -6.01195, -2.07409)  0.27
H (-5.24693, -5.90665, -3.71082)  0.30
H (-6.97282, -5.69819, -3.45690)  0.37
H (-3.05707, -2.36524, -5.40268)  0.28
H (-4.61637, -1.77992, -6.01487)  0.39
H (-4.42720, -3.47518, -5.57970)  0.31
H (-3.32927, -0.48449, -3.50604)  0.30
H (-4.92164, -0.46810, -2.72624)  0.27
H (-4.79327, -0.16702, -4.44807)  0.40

Cartesian forces (eV/Å) of the 6 atoms listed first:
C 0.6 -0.8 0.2
C -0.3 0.7 0.0
C 0.0 -0.3 0.6
C 1.1 -0.3 -0.5
C -0.2 0.1 -0.1
N -0.4 0.0 0.7

## Properties
- Spin multiplicity: 1
- Charge: -1
- Kohn-Sham gap: 6.086 eV
- E_tot: -80156.967 eV
- HOMO level: -0.16012 Eh
- LUMO: 1.729 eV

---

Record 2
DFT (ωB97M-V with the def2-TZVPD basis set) results for a cluster of 9 separate species, C30H66O24 in total in a non-equilibrium geometry.

Each line ends with the Mulliken charge.
CARTESIAN COORDINATES (ANGSTROEM)
C (1.44524, 0.21847, -3.71552)  -0.25
O (1.35843, -1.16147, -3.73142)  -0.36
C (2.35123, -1.85448, -3.14099)  0.80
O (3.13523, -1.45035, -2.35061)  -0.51
O (2.22280, -3.09238, -3.65694)  -0.36
C (3.23155, -4.01077, -3.24788)  -0.34
H (0.53469, 0.58440, -4.22536)  -0.08
H (2.21231, 0.48382, -4.39503)  0.54
H (1.41717, 0.68116, -2.69177)  0.00
H (3.95966, -4.20662, -4.05293)  0.25
H (2.72960, -4.93348, -3.04477)  0.25
H (3.68066, -3.53915, -2.41791)  -0.02
C (-7.26167, -2.06927, 3.20989)  -0.70
O (-6.08860, -1.26430, 2.86092)  -0.29
C (-4.89861, -1.71030, 3.31338)  0.99
O (-4.63387, -2.76682, 3.90087)  -0.67
O (-3.94193, -0.86381, 2.99911)  -0.28
C (-2.61257, -1.09229, 3.64657)  -0.86
H (-8.07844, -1.33923, 3.10012)  0.23
H (-7.26133, -2.49560, 4.24012)  0.30
H (-7.32684, -2.88783, 2.50854)  0.31
H (-2.72658, -1.80189, 4.38607)  0.50
H (-2.38388, -0.09096, 3.98410)  0.28
H (-1.95452, -1.47944, 2.93063)  0.17
C (5.96048, -7.81683, 1.72878)  -0.70
O (5.45453, -6.51000, 2.02275)  -0.35
C (5.08334, -5.82349, 0.98661)  0.76
O (5.12870, -6.19561, -0.15989)  -0.58
O (4.60580, -4.65973, 1.43880)  -0.25
C (4.37685, -3.62167, 0.37538)  -0.46
H (5.16100, -8.50244, 1.61793)  0.32
H (6.53929, -8.16747, 2.59977)  0.23
H (6.56528, -7.85181, 0.82622)  0.32
H (3.37856, -3.84087, -0.04668)  0.22
H (5.08957, -3.71725, -0.45379)  0.36
H (4.32553, -2.65747, 0.91636)  0.12
C (-4.73190, 2.07384, -5.29638)  -0.27
O (-3.60375, 2.76512, -5.91468)  -0.39
C (-2.42647, 2.35863, -5.48382)  0.86
O (-2.17448, 1.33294, -4.90069)  -0.52
O (-1.53961, 3.38239, -5.69618)  -0.38
C (-0.16513, 2.94413, -5.38317)  -0.36
H (-4.67453, 0.99184, -5.64805)  0.26
H (-5.62069, 2.48655, -5.73863)  0.25
H (-4.59881, 2.12626, -4.21982)  -0.01
H (0.13539, 2.16711, -6.04219)  0.36
H (-0.13883, 2.60265, -4.38490)  -0.03
H (0.50224, 3.79081, -5.50044)  0.30
C (-4.54489, -1.25239, -2.37006)  -0.87
O (-3.96005, -1.44584, -1.04837)  0.01
C (-4.11985, -2.61198, -0.45308)  0.38
O (-4.81255, -3.51630, -0.90091)  -0.65
O (-3.35569, -2.64090, 0.63436)  0.30
C (-3.17245, -3.96128, 1.18650)  -1.03
H (-5.56989, -0.91964, -2.26555)  0.33
H (-4.51012, -2.10473, -2.97579)  0.46
H (-4.05724, -0.39452, -2.78461)  0.18
H (-2.60033, -3.93139, 2.08037)  0.29
H (-2.70125, -4.54048, 0.39208)  0.40
H (-4.10922, -4.45290, 1.45152)  0.31
C (0.07173, 0.94350, 1.78721)  -0.21
O (0.02554, 0.61427, 0.37490)  0.19
C (0.01486, -0.70901, 0.26959)  0.02
O (-0.04982, -1.47126, 1.14050)  -0.47
O (-0.01078, -0.99207, -1.04234)  0.07
C (-0.45949, -2.32630, -1.36670)  -0.52
H (-0.77190, 0.59221, 2.32808)  0.13
H (-0.12265, 2.04283, 1.79110)  0.12
H (0.97918, 0.66567, 2.34074)  -0.16
H (-1.55031, -2.30812, -1.41935)  -0.27
H (-0.06342, -3.07166, -0.69699)  0.32
H (-0.05633, -2.57610, -2.30637)  0.40
C (2.98741, 2.55901, 5.56509)  -0.87
O (3.22985, 2.39272, 4.12215)  -0.24
C (4.45179, 1.75930, 3.77967)  -0.68
C (4.40175, 0.24876, 3.82493)  -0.51
O (3.60208, -0.35067, 2.84444)  0.08
C (2.75405, -1.47561, 3.29869)  -0.47
H (3.73025, 3.16277, 6.04819)  0.32
H (2.93637, 1.59320, 5.95918)  0.40
H (1.97601, 3.04006, 5.57246)  0.21
H (5.08024, 2.03621, 4.60106)  0.52
H (4.73714, 2.18280, 2.81036)  0.24
H (4.01917, 0.06522, 4.89942)  0.32
H (5.45435, -0.15398, 3.82180)  0.26
H (1.97749, -1.39526, 2.53363)  -0.12
H (2.37913, -1.11610, 4.33929)  0.34
H (3.27332, -2.39147, 3.28905)  0.32
C (-4.73185, 2.45609, -0.22773)  -0.94
O (-3.86513, 2.18053, -1.34250)  0.06
C (-3.24241, 3.39437, -1.70287)  -0.06
C (-2.29765, 3.92764, -0.59364)  -0.32
O (-2.81376, 4.98503, 0.18882)  -0.44
C (-1.96849, 5.52624, 1.19022)  -0.75
H (-4.15304, 2.98001, 0.52440)  0.38
H (-5.03001, 1.50626, 0.12314)  0.13
H (-5.44457, 3.15907, -0.55462)  0.39
H (-3.98480, 4.07456, -2.08341)  0.49
H (-2.46660, 3.20232, -2.48989)  -0.31
H (-1.37096, 4.26162, -1.08796)  0.21
H (-2.01346, 3.02850, 0.05771)  0.24
H (-1.40262, 4.80633, 1.77673)  0.21
H (-2.56873, 6.20089, 1.84257)  0.29
H (-1.22599, 6.21417, 0.84366)  0.33
C (1.72537, 4.68824, -1.84415)  -0.21
O (1.99238, 4.88590, -0.45461)  -0.51
C (1.51107, 3.85725, 0.34270)  0.13
C (2.57625, 2.72524, 0.49743)  0.22
O (2.67383, 1.84358, -0.60117)  0.23
C (3.84335, 1.05475, -0.72873)  -0.75
H (0.66811, 4.30921, -1.93713)  -0.17
H (2.42711, 3.95872, -2.14871)  0.29
H (1.81829, 5.67859, -2.28947)  0.28
H (0.55587, 3.41377, 0.03189)  -0.41
H (1.32665, 4.25713, 1.32882)  0.40
H (2.45482, 2.25876, 1.51855)  -0.42
H (3.48513, 3.35642, 0.66090)  0.54
H (3.81869, 0.27123, 0.02027)  0.15
H (4.76189, 1.68434, -0.71672)  0.33
H (3.71573, 0.54963, -1.65326)  0.13

Cartesian forces (eV/Å) of the 6 atoms listed first:
C -1.9 1.8 0.6
O 0.2 -1.6 0.4
C -2.0 -0.3 -1.9
O 0.9 0.1 0.7
O 0.3 0.3 0.0
C -0.1 -0.1 -1.0

## Properties
- SMILES string: COC(=O)OC.COC(=O)OC.COC(=O)OC.COC(=O)OC.COC(=O)OC.COC(=O)OC.COCCOC.COCCOC.COCCOC
- Spin multiplicity: 1
- Kohn-Sham gap: 9.709 eV
- E_tot: -81313.641 eV
- HOMO level: -0.33549 Eh
- LUMO: 0.580 eV

---

The lowest E_tot belongs to which entry? C30H66O24

---

The highest HOMO level belongs to which entry? C30H66N8O4P3

---

Which formula does entry 1 have? C30H66N8O4P3

---

Among the records above, which one has the lowest Kohn-Sham gap? C30H66N8O4P3